{
  "formula": "C10H32NO5P3S3",
  "method": "ωB97M-V/def2-TZVPD",
  "species": ["S", "S", "S", "P", "P", "P", "O", "O", "O", "O", "O", "N", "C", "C", "C", "C", "C", "C", "C", "C", "C", "C", "H", "H", "H", "H", "H", "H", "H", "H", "H", "H", "H", "H", "H", "H", "H", "H", "H", "H", "H", "H", "H", "H", "H", "H", "H", "H", "H", "H", "H", "H", "H", "H"],
  "positions_angstrom": [[-0.32, -2.03, 6.18], [2.51, 2.54, 0.05], [1.24, 3.87, -5.09], [1.43, -0.91, 1.09], [-0.28, -1.67, -0.05], [-0.56, -0.15, -1.61], [-1.89, -0.38, -2.32], [1.03, 2.54, 0.20], [-1.73, -1.89, 6.65], [2.19, 2.84, -4.56], [-2.13, -2.62, 1.69], [2.15, -1.99, 2.02], [0.89, 3.43, -6.80], [2.89, 3.13, -1.60], [3.15, 3.97, 0.94], [-3.65, -4.01, 0.38], [-3.50, -3.01, 1.55], [0.23, -3.68, 6.63], [-4.60, -3.52, -0.75], [-1.85, -1.46, 0.93], [-0.37, -2.33, 4.41], [2.20, 5.34, -5.46], [0.33, 2.50, -6.81], [-4.16, -2.15, 1.46], [0.29, -3.74, 7.72], [-4.28, -3.95, -1.69], [-5.61, -3.82, -0.51], [2.54, 2.40, -2.32], [0.64, -2.55, 4.05], [2.97, 3.82, 2.00], [-4.04, -4.94, 0.79], [-2.67, -4.19, -0.05], [-3.75, -3.52, 2.48], [-1.88, -0.57, 1.56], [1.00, 0.20, 1.88], [0.30, 4.22, -7.26], [0.54, -0.19, -2.50], [1.56, 6.07, -5.97], [2.39, 4.08, -1.77], [2.56, 5.76, -4.52], [-0.73, -1.43, 3.92], [-0.49, -4.42, 6.26], [-1.04, -3.16, 4.20], [-4.58, -2.43, -0.84], [2.62, 4.87, 0.60], [4.22, 4.07, 0.76], [3.05, 5.08, -6.09], [2.33, -0.41, 0.12], [1.21, -3.86, 6.20], [1.83, 3.30, -7.34], [3.97, 3.25, -1.70], [-2.63, -1.33, 0.17], [3.10, -2.10, 1.68], [-0.60, 1.11, -0.94]],
  "homo_lumo_gap_ha": 0.3208,
  "total_charge": 0,
  "lumo_ev": 0.324,
  "relative_energy_kcal_mol": 11.33
}



{
  "formula": "C12H36Fe2N2O18",
  "method": "ωB97M-V/def2-TZVPD",
  "species": ["Fe", "Fe", "O", "O", "O", "O", "O", "O", "O", "O", "O", "O", "O", "O", "O", "O", "O", "O", "O", "O", "N", "N", "C", "C", "C", "C", "C", "C", "C", "C", "C", "C", "C", "C", "H", "H", "H", "H", "H", "H", "H", "H", "H", "H", "H", "H", "H", "H", "H", "H", "H", "H", "H", "H", "H", "H", "H", "H", "H", "H", "H", "H", "H", "H", "H", "H", "H", "H", "H", "H"],
  "positions_angstrom": [[0.47, 1.09, 2.53], [2.00, 0.38, -2.19], [-2.67, -4.02, -4.20], [1.12, -5.58, 0.44], [2.28, 0.68, 1.34], [-1.27, 1.71, 3.55], [0.51, -0.90, 3.21], [-1.14, -0.96, -0.68], [2.89, -0.31, -0.51], [0.30, -3.52, 2.20], [-1.96, 4.06, -1.76], [0.29, 0.62, -0.99], [-3.21, -1.55, -2.62], [-1.46, 2.19, -3.89], [3.96, -0.67, 1.32], [1.76, 1.35, 4.29], [2.27, 2.42, -2.01], [3.83, 0.51, -3.23], [0.40, 3.10, 1.82], [-0.77, 0.47, 0.90], [-0.56, 0.04, -0.25], [3.07, -0.10, 0.74], [-2.75, 2.31, -3.30], [-0.99, 3.55, 1.97], [3.60, 2.81, -2.49], [-3.47, -2.89, -2.20], [4.07, 1.90, -3.59], [-0.23, -5.44, 0.85], [-0.44, -3.96, 1.05], [-2.63, 2.79, -1.87], [-2.40, -3.83, -2.80], [1.07, -1.03, 4.53], [2.18, 0.01, 4.69], [-1.61, 3.08, 3.26], [3.03, -0.25, 4.06], [-3.66, 2.91, -1.50], [1.24, -3.71, 2.03], [1.87, 3.23, -1.70], [-0.07, -1.67, 3.06], [-2.12, 2.04, -1.28], [4.46, -0.05, -3.70], [3.53, 2.08, -4.52], [1.93, 1.84, 5.10], [-2.35, -3.22, -4.64], [1.33, -2.07, 4.72], [-4.38, -3.34, -2.58], [-2.46, -1.27, -2.09], [5.12, 2.04, -3.85], [-2.44, -4.84, -2.39], [0.82, 3.77, 1.26], [3.62, 3.84, -2.83], [-1.22, 3.71, 4.07], [-3.34, 3.00, -3.91], [-1.13, 4.61, 1.80], [-0.44, -5.92, 1.81], [-1.82, 1.41, 4.29], [-1.42, -3.35, -2.68], [1.35, -6.50, 0.23], [4.23, 2.72, -1.60], [-3.25, 1.34, -3.34], [-0.09, -3.37, 0.19], [-1.49, -3.82, 1.31], [-3.35, -2.88, -1.12], [-1.06, 3.06, -3.96], [0.29, -0.74, 5.25], [-1.48, 3.02, 1.14], [2.49, 0.00, 5.73], [-2.69, 3.21, 3.27], [-2.66, 4.72, -1.82], [-0.91, -5.84, 0.10]],
  "homo_lumo_gap_ha": [0.2685, 0.2430],
  "total_charge": 2,
  "lumo_ev": [-5.830, -6.525],
  "relative_energy_kcal_mol": 16.31,
  "s2": 20.012,
  "spin_multiplicity": 9
}



{
  "formula": "C8H7F2NS",
  "method": "ωB97M-V/def2-TZVPD",
  "species": ["S", "F", "F", "N", "C", "C", "C", "C", "C", "C", "C", "C", "H", "H", "H", "H", "H", "H", "H"],
  "positions_angstrom": [[1.37, -3.48, -0.12], [4.48, 0.59, -0.18], [3.07, 1.02, 1.37], [2.48, -0.33, -0.49], [3.28, 0.37, 0.19], [-0.69, -2.05, 0.62], [0.56, 1.70, -1.02], [1.09, -0.59, -0.13], [-1.15, 0.28, 0.38], [0.16, 0.45, -0.26], [-1.51, -1.00, 0.83], [0.66, -1.86, 0.18], [2.60, -3.00, -0.18], [-0.92, -3.11, 0.78], [0.64, 2.54, -0.44], [1.47, 1.60, -1.61], [-1.86, 1.03, 0.42], [-0.31, 1.78, -1.80], [-2.63, -1.01, 1.16]],
  "homo_lumo_gap_ha": 0.3318,
  "total_charge": 0,
  "smiles": "Cc1cccc(S)c1N=C(F)F",
  "lumo_ev": 0.714
}



{
  "formula": "C4H10NO",
  "method": "ωB97M-V/def2-TZVPD",
  "species": ["O", "N", "C", "C", "C", "C", "H", "H", "H", "H", "H", "H", "H", "H", "H", "H"],
  "positions_angstrom": [[1.85, 0.91, -0.69], [-0.81, 0.63, -0.35], [1.42, 1.41, 0.33], [-0.09, -1.75, 0.24], [-0.07, 1.15, 0.74], [-0.36, -0.78, -0.96], [-1.77, 0.58, -0.11], [-0.68, 1.24, -1.24], [0.08, -2.78, -0.08], [-1.17, -1.23, -1.58], [0.43, -0.68, -1.69], [-0.59, 2.01, 1.24], [0.02, 0.41, 1.49], [1.80, 2.13, 1.09], [0.93, -1.38, 0.66], [-0.99, -1.88, 0.92]],
  "homo_lumo_gap_ha": 0.4121,
  "total_charge": 1,
  "smiles": "CC[NH2+]CC=O",
  "lumo_ev": -3.685,
  "relative_energy_kcal_mol": 42.29
}



Number 1: E_tot -82984.0527 eV, largest force on an atom 2.664 eV/A. Number 2: E_tot -121614.9762 eV, largest force on an atom 2.461 eV/A. Number 3: E_tot -26168.4386 eV, largest force on an atom 4.549 eV/A. Number 4: E_tot -7839.4834 eV, largest force on an atom 5.334 eV/A.